25
Properties=species:S:1:pos:R:3:lowdin_charge:R:1 method="wB97M-V/def2-TZVPD" homo_lumo_gap_ev=7.298 e_above_lowest_kcal_mol=157.4 charge=0
C -0.19797 -2.35006 -0.07685 -0.1063
C -0.64418 -0.93799 -0.25618 -0.3086
N 0.20331 -0.05509 -1.11447 -0.2012
C -0.15431 1.35287 -1.03099 -0.2812
C 0.75470 2.40479 -0.32705 -0.0960
C 0.01849 -0.45859 -2.53421 -0.0783
H -1.00084 -3.07280 0.09299 0.0834
H 0.49311 -2.51463 0.74766 0.0445
H 0.36583 -2.68807 -0.95364 0.0702
H -1.66259 -0.93758 -0.69178 0.1224
H -0.73502 -0.22778 0.57470 0.0586
H -0.25130 1.79788 -2.02377 0.0998
H -1.14582 1.43088 -0.56243 0.1153
H 0.80055 2.29421 0.77605 0.0406
H 1.79811 2.32938 -0.62793 0.0665
H 0.34862 3.38242 -0.56578 0.0690
H -0.83913 0.06208 -2.96539 0.0830
H 0.89729 -0.10742 -3.07102 0.0896
H -0.19695 -1.51454 -2.64276 0.0736
H 0.66670 -1.84580 3.02936 0.0034
H 0.96049 -0.01446 1.00131 0.4411
O 0.28367 -1.18784 2.41967 -0.2836
H -1.11495 1.51880 2.31526 0.0600
H 0.01273 0.36116 2.52348 -0.0304
O -0.22811 1.23024 2.10149 -0.1351